Version w
{
  "formula": "CHFI2S",
  "method": "ωB97M-V with the def2-TZVPD basis set",
  "homo_energy_ev": [-9.039, -8.298],
  "charge": 0,
  "orbital_gap_ev": [8.45, 5.72],
  "species": ["S", "I", "I", "H", "F", "C"],
  "coordinates": [[-1.14632, 1.87637, 0.43863], [-0.05418, -1.89271, 0.49443], [-3.07457, 0.58454, 0.49079], [1.49909, 0.31463, 0.44246], [1.50523, -0.43102, -1.58082], [1.27075, -0.45181, -0.28548]]
}

Version x
{
  "formula": "CHFI2S",
  "method": "ωB97M-V with the def2-TZVPD basis set",
  "homo_energy_ev": [-9.752, -9.884],
  "charge": 0,
  "orbital_gap_ev": [6.93, 6.56],
  "species": ["I", "F", "S", "H", "C", "I"],
  "coordinates": [[0.79084, -2.76316, 0.36894], [1.73257, -0.14201, -0.54190], [-0.34108, -0.87920, -1.94665], [-0.04916, -0.17323, 0.33775], [0.53138, -0.71938, -0.40607], [-4.08562, -0.38888, 0.02684]]
}

Most stable of them? version x.

Version w
{
  "formula": "C7H10N2O2",
  "method": "ωB97M-V with the def2-TZVPD basis set",
  "homo_energy_ev": -9.294,
  "charge": 0,
  "orbital_gap_ev": 9.95,
  "species": ["C", "H", "O", "O", "C", "H", "C", "H", "N", "C", "H", "H", "N", "C", "C", "H", "H", "C", "H", "H", "H"],
  "coordinates": [[0.28433, 1.33222, -1.01306], [-1.68332, 1.67975, -2.16284], [-1.03879, -2.31218, -0.49174], [3.28121, -1.22267, 1.71191], [-1.71384, -0.18805, -1.21761], [0.70476, 0.63069, -1.84464], [-1.19497, 1.30530, -1.17501], [-2.78637, -0.39889, -0.66646], [1.80730, 0.47105, 1.13651], [0.68031, -1.47085, 1.49850], [-0.11490, 1.37483, 1.24983], [2.35951, 1.17357, 1.29064], [-0.04486, -0.56444, 0.65111], [2.08184, -0.90166, 1.58983], [0.50298, 0.85406, 0.43329], [0.03550, -1.83592, 2.29637], [0.96369, 2.36704, -1.24079], [-0.96337, -1.13163, -0.30975], [-2.02100, -0.46071, -2.50461], [-1.70005, 1.69584, -0.20193], [0.56002, -2.39736, 0.97045]]
}

Version x
{
  "formula": "C7H10N2O2",
  "method": "ωB97M-V with the def2-TZVPD basis set",
  "homo_energy_ev": -7.101,
  "charge": 0,
  "orbital_gap_ev": 7.49,
  "species": ["O", "C", "H", "C", "H", "H", "N", "H", "H", "O", "H", "H", "H", "H", "N", "C", "C", "C", "H", "C", "C"],
  "coordinates": [[-2.00272, -0.91225, 0.07654], [0.05587, -0.70699, -1.17843], [0.02249, 2.48145, 1.52703], [1.74576, 1.18243, 1.22671], [0.88303, 1.20557, -1.41489], [1.44283, 0.11913, -2.70410], [-0.63725, 0.91101, 0.48311], [-2.95220, 0.44314, 1.20449], [2.97492, -2.00177, 1.65263], [-0.25512, -1.85616, -1.81219], [-3.55746, 0.47158, -0.45071], [2.16204, -0.23097, -0.96358], [-3.82989, -0.94255, 0.62612], [2.51296, 1.92747, 1.50803], [2.16462, -0.04867, 1.16911], [2.71610, -1.08766, 1.11864], [1.26663, 0.12726, -1.63280], [-3.14958, -0.11232, 0.35047], [-1.07745, -2.29974, -1.47155], [0.32948, 1.50035, 0.99925], [-0.81507, -0.17031, -0.31390]]
}

Version y
{
  "formula": "C7H10N2O2",
  "method": "ωB97M-V with the def2-TZVPD basis set",
  "homo_energy_ev": -8.697,
  "charge": 0,
  "orbital_gap_ev": 8.67,
  "species": ["H", "N", "C", "H", "H", "N", "H", "O", "H", "H", "C", "C", "C", "O", "H", "C", "H", "C", "H", "H", "C"],
  "coordinates": [[-2.69403, -1.54080, -1.47837], [-0.80110, 1.17613, 0.53193], [1.47825, -0.58575, 1.44076], [1.07114, 0.22339, 2.12386], [2.29409, -1.55449, -0.19427], [-0.82626, -0.01505, -0.44101], [0.96621, -1.50153, 1.53819], [3.47175, 0.61632, -0.40318], [0.55516, -0.49603, -1.86322], [0.24345, 1.63544, -0.32263], [2.30210, 0.86214, -0.42335], [0.35289, -0.77780, -0.89264], [-2.15817, -0.62916, -0.72807], [1.31529, 1.79470, -0.85312], [2.41282, -0.89714, 1.96592], [-2.13049, 1.35965, 0.51864], [0.40271, -1.90551, -0.96752], [1.59867, -0.52830, -0.04408], [-2.65974, 2.38954, 0.84890], [-4.20220, 0.06631, -0.24298], [-2.99256, 0.30791, -0.11374]]
}

Most stable of them? version w.

Version w
{
  "formula": "C2H7O2P",
  "method": "ωB97M-V with the def2-TZVPD basis set",
  "homo_energy_ev": -10.711,
  "charge": 0,
  "orbital_gap_ev": 11.57,
  "species": ["H", "C", "H", "O", "H", "H", "H", "O", "C", "H", "P", "H"],
  "coordinates": [[0.43855, -1.45232, -0.46658], [-0.47441, -1.50803, 0.11898], [-0.41189, -2.04263, 1.06901], [0.10525, 1.04459, 0.80019], [-0.97342, 0.55279, -1.29669], [1.01165, 1.52206, -0.99503], [1.82860, 0.34110, -0.04341], [-2.42637, 0.33500, 0.75408], [1.26848, 1.25959, -0.00141], [2.00371, 2.01312, 0.39345], [-1.13505, 0.10106, 0.12244], [-1.23510, -2.16633, -0.45502]]
}

Version x
{
  "formula": "C2H7O2P",
  "method": "ωB97M-V with the def2-TZVPD basis set",
  "homo_energy_ev": -9.816,
  "charge": 0,
  "orbital_gap_ev": 10.64,
  "species": ["H", "P", "H", "H", "H", "O", "C", "H", "H", "C", "H", "O"],
  "coordinates": [[0.57211, 1.66233, -1.01336], [0.63763, -0.27692, 0.18367], [-1.48843, -1.61311, 0.56861], [1.40843, -0.16437, -0.97624], [0.81347, 2.31033, 1.01225], [-0.09463, 2.37011, 0.69132], [-0.66062, -1.86577, -0.09883], [-0.93119, -2.23988, -1.12019], [-1.10437, 1.51885, -0.77852], [-0.14519, 1.43133, -0.28646], [-0.27362, -2.78215, 0.34687], [1.26640, -0.35075, 1.47088]]
}

Most stable of them? version w.

Version w
{
  "formula": "C2HNO",
  "method": "ωB97M-V with the def2-TZVPD basis set",
  "homo_energy_ev": -8.669,
  "charge": 0,
  "orbital_gap_ev": 7.75,
  "species": ["N", "H", "C", "C", "O"],
  "coordinates": [[-0.09046, 0.14051, 0.01794], [-1.96145, -0.26056, -0.02243], [1.14876, -0.04283, 0.04583], [-1.34834, 0.58378, -0.01539], [2.25149, -0.42089, -0.02595]]
}

Version x
{
  "formula": "C2HNO",
  "method": "ωB97M-V with the def2-TZVPD basis set",
  "homo_energy_ev": -11.685,
  "charge": 0,
  "orbital_gap_ev": 11.43,
  "species": ["O", "C", "H", "C", "N"],
  "coordinates": [[-1.09718, -1.12197, 0.21037], [-0.50255, -0.08780, 0.26945], [-0.91651, 0.88004, 0.58822], [1.67383, 0.28832, -0.93779], [0.84240, 0.04141, -0.13026]]
}

Most stable of them? version x.